No. 1
Below is a molecular structure, C29H35F5N4P2Re in a non-equilibrium geometry, with properties calculated with ωB97M-V/def2-TZVPD.

Positions of all 76 atoms, in Å:
1 Re 0.41629 1.89074 -2.18372
2 C 0.72010 -0.53640 -2.26393
3 C 1.59922 0.21858 -3.07956
4 C 1.30116 0.34541 -4.55176
5 C -0.17470 0.62136 -4.83167
6 C -0.76937 1.60962 -3.84847
7 C -1.46053 1.12723 -2.64380
8 C -1.78945 -0.36373 -2.57590
9 C -0.51663 -1.25758 -2.68067
10 C -0.19916 3.54053 -1.17856
11 H 1.13597 -0.96960 -1.36664
12 H 2.65807 0.27497 -2.79954
13 H 1.65359 -0.56459 -5.06404
14 H 1.91103 1.19252 -4.90217
15 H -0.34997 1.03322 -5.83013
16 H -0.71125 -0.33257 -4.83241
17 H -1.15618 2.51965 -4.33542
18 H -2.29191 1.73707 -2.27101
19 H -2.51625 -0.64347 -3.35926
20 H -2.29358 -0.60408 -1.62589
21 H -0.66332 -2.12439 -2.01345
22 H -0.41709 -1.69900 -3.68238
23 H -0.68258 3.31771 -0.21032
24 H -0.81902 4.22406 -1.78386
25 H 0.77757 3.99820 -0.92479
26 P -0.73687 4.87692 -4.15994
27 P 2.54171 3.41212 -5.42242
28 N -2.38369 4.95267 -4.88139
29 N -0.66499 6.70398 -4.11618
30 N 2.12602 2.79741 -7.07181
31 N 4.25332 3.81363 -6.03948
32 C 0.12594 4.76301 -5.77573
33 C 1.64947 5.00532 -5.68552
34 C -3.52486 4.74389 -4.09953
35 C -4.64172 4.79448 -4.92624
36 C -4.19721 5.07842 -6.25458
37 C -2.81265 5.19755 -6.19155
38 C -0.44100 7.44380 -2.95649
39 C -0.63787 8.79351 -3.23148
40 C -0.98974 8.89686 -4.61399
41 C -0.97989 7.60885 -5.13872
42 C 1.55985 1.55152 -7.37739
43 C 1.24757 1.50306 -8.71659
44 C 1.65909 2.73659 -9.30037
45 C 2.16118 3.52576 -8.27384
46 C 4.97650 3.27123 -7.11102
47 C 6.28933 3.74524 -7.10216
48 C 6.41322 4.59823 -5.95323
49 C 5.15660 4.63581 -5.34763
50 H -0.27412 5.46676 -6.51871
51 H -0.08897 3.75702 -6.16621
52 H 1.98757 5.50939 -6.60438
53 H 1.89694 5.67058 -4.84473
54 H -3.43524 4.57010 -3.03548
55 H -5.66057 4.64522 -4.62189
56 H -4.79227 5.18089 -7.15627
57 H -2.12612 5.46232 -6.97844
58 H -0.14533 6.94064 -2.05064
59 H -0.54638 9.60690 -2.53114
60 H -1.23007 9.80004 -5.15666
61 H -1.17214 7.28943 -6.15102
62 H 1.50414 0.74618 -6.66478
63 H 0.75979 0.66654 -9.18806
64 H 1.60387 3.00256 -10.34895
65 H 2.59917 4.51050 -8.32601
66 H 4.52493 2.57468 -7.79537
67 H 7.05939 3.50223 -7.82301
68 H 7.31972 5.08911 -5.61693
69 H 4.83334 5.18315 -4.48124
70 F 1.83245 2.36370 0.51870
71 C 1.30512 1.26081 -0.11865
72 F 2.38309 0.40771 -0.32915
73 C 0.39336 0.55631 0.92774
74 F 1.10244 0.15109 2.02050
75 F -0.58866 1.37945 1.37312
76 F -0.20952 -0.55280 0.42800

Results
E_tot = -70872.5157 eV
Kohn-Sham gap (alpha / beta) = 3.58 / 2.84 eV
2S+1 = 4
total charge = +2


No. 2
Below is 2 unconnected molecules or ions with the total composition C2H3ClN2O in a non-equilibrium geometry, with properties calculated with ωB97M-V/def2-TZVPD.

Positions of all 9 atoms, in Å:
1 C 0.66428 -0.40070 0.59437
2 C -0.03016 -1.15966 -0.30606
3 O 0.23641 -0.66645 -1.49168
4 N 1.01116 0.37253 -1.39593
5 N 1.31953 0.56538 -0.19369
6 H 0.97768 -0.46684 1.74194
7 H -0.51909 -2.02174 -0.25122
8 Cl -1.89572 2.32805 0.21246
9 H -1.76408 1.44943 1.08981

Results
E_tot = -19670.1015 eV
Kohn-Sham gap = 11.49 eV
2S+1 = 1
energy relative to the best compared isomer or geometry (same formula, charge and spin) = 2.4688 eV